Record 1
One molecule with the formula C4H11NS at a distorted geometry, computed with the ωB97M-V functional and the def2-TZVPD basis.

The geometry in ORCA input format:
```
! RIJCOSX wB97M-V def2-TZVPD def2/J DEFGRID3
* xyz 0 1
S -2.78 0.42 -0.81
N 1.16 -0.48 0.24
C 1.13 -1.27 1.48
C -1.32 -0.44 -0.17
C 0.40 1.26 -1.22
C 0.03 0.35 -0.05
H -0.11 1.09 0.75
H -0.33 1.94 -1.66
H -1.20 -1.28 -0.85
H 1.29 -0.57 2.30
H -1.44 -0.74 0.87
H 0.18 -1.79 1.58
H 1.40 -1.04 -0.56
H 0.95 0.86 -2.08
H 1.96 -1.96 1.48
H -2.44 1.70 -0.50
H 1.14 1.95 -0.80
*
```

Output
E_LUMO	1.00	eV
HOMO	-8.57	eV
relative energy (zero: lowest compared OMol25 entry of this formula, charge and spin)	18.0	kcal per mole

Record 2
One molecule with the formula C4H7NO2 at a distorted geometry, computed with the ωB97M-V functional and the def2-TZVPD basis.

The geometry in ORCA input format:
```
! RIJCOSX wB97M-V def2-TZVPD def2/J DEFGRID3
* xyz 0 1
O 0.90 0.62 -0.25
O -1.16 -0.06 0.70
N -1.89 0.00 -1.85
C 0.23 -0.07 0.83
C 0.08 1.50 -0.96
C -1.11 0.75 -1.45
C 0.81 -1.46 0.88
H 0.59 -1.97 -0.06
H 1.89 -1.44 1.04
H 0.62 1.81 -1.86
H 0.33 -2.00 1.70
H -0.21 2.39 -0.38
H -1.50 -0.55 -0.10
H 0.42 0.50 1.75
*
```

Output
E_LUMO	0.85	eV
HOMO	-10.66	eV
relative energy (zero: lowest compared OMol25 entry of this formula, charge and spin)	48.0	kcal per mole

Record 3
C67H62Ge2N3O4PdS4 as an isolated structure at a distorted geometry, computed with the ωB97M-V functional and the def2-TZVPD basis.

The geometry in ORCA input format:
```
! RIJCOSX wB97M-V def2-TZVPD def2/J DEFGRID3
* xyz 1 5
Pd -1.74 1.88 -0.08
Ge -0.34 -1.51 -0.98
Ge 1.37 0.03 0.95
S 0.35 1.99 1.20
S -0.12 -1.64 1.26
S 1.56 -0.31 -1.30
S -2.07 -0.18 -1.38
O -2.19 3.84 0.83
O -3.73 6.61 6.14
O -2.93 1.19 1.68
O -4.34 4.60 6.62
N -3.66 2.45 -1.21
N -3.86 5.43 5.87
N -1.05 2.91 -1.95
C 4.64 -0.26 0.13
C 1.50 1.42 -6.22
C 4.30 2.26 0.00
C -0.55 -3.24 -1.93
C -0.44 4.41 -4.20
C -0.36 1.81 4.60
C 2.76 0.01 3.46
C 1.38 0.26 3.99
C 4.69 0.93 -0.60
C -1.29 -4.42 0.20
C -1.98 -4.58 2.91
C -2.88 -4.09 1.97
C -2.51 4.15 2.02
C 1.79 2.75 3.71
C -0.33 -0.03 -5.29
C -0.80 -1.16 -4.62
C -0.31 -3.25 -3.31
C 6.06 -0.31 -3.94
C -3.13 3.23 2.94
C -2.57 -4.02 0.62
C 5.34 -0.33 2.49
C -4.89 2.23 -0.83
C -2.05 3.40 -2.72
C -0.65 -0.53 5.00
C 5.43 -1.47 -1.79
C 5.11 -0.24 3.86
C -2.49 1.05 5.70
C -2.35 -4.65 4.36
C -3.38 4.99 4.57
C -3.57 3.69 4.19
C 4.28 -0.24 1.58
C 0.14 -2.02 -4.02
C -0.73 -4.99 2.46
C 1.02 -5.35 0.71
C -0.96 -4.39 -1.26
C -6.00 2.71 -1.55
C -3.60 -3.54 -0.37
C 5.00 -1.47 -0.47
C -0.37 -4.92 1.12
C -4.16 4.40 -4.32
C 5.51 -0.29 -2.53
C 4.90 -2.77 0.28
C 1.51 -1.77 -4.15
C 1.11 -2.22 4.50
C -1.09 -5.57 -1.99
C 3.83 -0.06 4.34
C 0.55 3.91 -3.40
C -2.88 4.63 -4.68
C 2.51 -2.73 -3.56
C 5.12 0.89 -1.93
C -2.73 5.90 3.71
C -0.84 -5.60 -3.35
C -0.45 -4.44 -4.01
C -4.46 3.66 -3.13
C -2.27 -1.47 -4.63
C -3.31 1.84 2.66
C 1.93 -0.64 -4.84
C 2.99 -0.10 2.08
C 0.91 1.58 4.08
C -2.31 5.49 2.48
C -1.15 0.77 5.07
C -1.79 4.15 -3.88
C -5.78 3.42 -2.70
C 0.61 -0.80 4.47
C 1.03 0.23 -5.42
C 0.20 3.15 -2.28
C -3.42 3.16 -2.34
H 5.16 1.82 -2.49
H -4.58 -3.47 0.10
H -2.38 1.74 6.54
H -3.15 1.54 4.98
H 2.38 2.55 2.82
H -3.87 -3.77 2.30
H 4.97 3.05 -0.34
H 5.66 -2.84 1.06
H 7.13 -0.48 -3.92
H -3.35 -2.55 -0.75
H 2.36 -3.74 -3.96
H -7.00 2.51 -1.19
H -2.87 -0.56 -4.50
H -4.07 3.02 4.88
H 6.35 -0.44 2.11
H -2.64 5.19 -5.58
H -6.61 3.80 -3.29
H -2.55 -2.18 -3.85
H 2.41 -2.79 -2.48
H -1.25 -1.35 5.38
H 2.59 1.45 -6.26
H -2.63 -3.66 4.74
H -0.95 -6.52 -3.90
H -2.55 -1.90 -5.60
H -1.05 0.63 -5.77
H -2.58 6.91 4.05
H -0.72 2.83 4.68
H -1.41 -6.47 -1.47
H 2.49 2.96 4.52
H -3.87 1.29 3.43
H 5.72 -2.41 -2.26
H 5.95 -0.29 4.54
H -4.97 4.76 -4.93
H -1.53 -5.03 4.97
H 3.53 -2.42 -3.80
H -3.21 -5.31 4.50
H 1.19 3.64 3.53
H 3.64 0.03 5.40
H 1.25 -5.08 -0.31
H -0.26 -4.45 -5.08
H 5.62 -1.12 -4.52
H 3.29 2.54 -0.31
H 1.13 1.37 -7.25
H 5.02 -3.62 -0.39
H -3.67 -4.21 -1.22
H 1.14 2.35 -5.79
H 1.76 -4.90 1.37
H 0.96 2.71 -1.65
H -5.02 1.65 0.07
H 1.18 -2.57 5.54
H 5.87 0.64 -4.44
H 1.60 4.09 -3.62
H 3.92 -2.86 0.77
H -2.97 0.14 6.06
H 0.42 -2.88 3.98
H 4.32 2.24 1.09
H 2.09 -2.32 4.04
H 1.12 -6.44 0.81
H 2.99 -0.45 -4.94
H -1.82 6.17 1.80
H -0.21 5.01 -5.07
H -0.01 -5.37 3.18
*
```

Output
<S²>	6.02
E_LUMO (spin up / spin down)	-2.87 / -5.39	eV
HOMO (spin up / spin down)	-10.29 / -10.33	eV
relative energy (zero: lowest compared OMol25 entry of this formula, charge and spin)	0.0	kcal per mole

Record 4
A 2-piece molecular cluster, C11H22O8SSi overall, computed with the ωB97M-V functional and the def2-TZVPD basis.

The geometry in ORCA input format:
```
! RIJCOSX wB97M-V def2-TZVPD def2/J DEFGRID3
* xyz -2 1
S -5.95 -0.52 -0.74
Si -0.99 1.99 0.60
O 3.42 2.02 -0.72
O 5.54 1.44 -1.17
O -5.61 -0.29 0.70
O -0.24 -2.88 0.13
O -7.41 -0.79 -0.88
O 1.81 -3.42 -0.59
O -5.16 -1.69 -1.24
O -5.57 0.69 -1.53
C 1.89 2.50 1.07
C 0.80 1.43 0.94
C -1.75 1.06 -0.84
C 3.26 1.95 0.71
C 1.10 -2.99 0.28
C 1.63 -2.62 1.65
C -0.71 -1.49 0.06
C 4.37 1.18 -1.21
C -2.21 -1.45 -0.10
C -2.76 -0.05 -0.47
C 3.82 -0.09 -1.81
H -0.94 3.46 0.34
H -1.76 1.72 1.84
H 1.94 2.88 2.09
H -2.55 -2.19 -0.82
H -3.43 -0.19 -1.32
H -3.44 0.29 0.31
H 4.09 2.48 1.19
H 1.02 -1.89 2.16
H 1.66 -3.54 2.24
H -2.31 1.81 -1.41
H 4.06 -0.93 -1.16
H 4.30 -0.27 -2.77
H -0.17 -1.02 -0.76
H 0.83 0.78 1.81
H 3.30 0.89 1.01
H 1.68 3.33 0.39
H 2.65 -2.25 1.55
H 2.74 -0.05 -1.95
H -0.43 -1.01 1.01
H -2.65 -1.75 0.85
H -0.96 0.72 -1.52
H 1.08 0.79 0.08
*
```

Output
E_LUMO	3.89	eV
HOMO	0.00	eV